Here is a cluster of 3 separate species, C5H14NO4 in total from the OMol25 dataset. Energies are from the ωB97M-V functional and the def2-TZVPD basis.

Summary:
spin multiplicity: 2
⟨S²⟩: 0.75
frontier orbital gap (alpha / beta): 2.34 / 7.70 eV
HOMO (alpha / beta): 3.62 / -1.81 eV
net charge: -2

Geometry (Å):
C: -2.487 1.470 0.281
C: -0.997 0.809 0.259
C: -0.980 -0.766 0.486
C: -0.973 -1.844 -0.614
C: 0.472 -2.250 -1.134
O: 0.630 -2.924 -2.142
O: 1.546 -1.729 -0.557
N: -0.233 1.541 1.303
H: -2.529 2.487 0.630
H: -2.830 1.311 -0.702
H: -3.112 0.782 0.788
H: -0.507 0.806 -0.722
H: -1.723 -1.010 1.203
H: -0.013 -0.948 1.094
H: -1.502 -1.410 -1.476
H: -1.489 -2.784 -0.349
H: 0.145 2.460 0.989
H: -0.798 1.683 2.099
H: 2.048 1.311 -1.513
H: 3.476 1.194 -0.927
O: 2.936 1.859 -1.446
H: 3.299 -1.387 0.793
H: 2.317 -0.210 0.773
O: 3.302 -0.451 0.883



Here is a cluster of 2 separate species, C5H14NS in total from the OMol25 dataset. Energies are from the ωB97M-V functional and the def2-TZVPD basis.

Summary:
spin multiplicity: 1
frontier orbital gap (alpha / beta): 9.15 / 9.15 eV
energy above the lowest of the compared OMol25 structures with the same formula, charge and spin: 310.48 kJ/mol
HOMO (alpha / beta): -14.16 / -14.16 eV
net charge: +1

Geometry (Å):
C: -1.729 -1.014 -0.597
C: -1.910 -0.445 1.809
C: 2.309 0.943 -1.551
C: -1.116 -0.133 0.508
C: 0.385 -0.173 0.706
N: 1.290 1.487 -0.753
S: 1.281 -1.446 0.066
H: -1.586 -1.993 -0.291
H: -2.741 -0.759 -0.730
H: -1.109 -0.910 -1.540
H: -1.415 -0.434 2.782
H: -2.449 -1.431 1.788
H: -2.840 0.110 2.124
H: 1.944 -0.086 -1.891
H: 2.550 1.625 -2.432
H: 3.373 0.633 -1.227
H: -1.288 0.906 0.306
H: 0.480 0.448 1.641
H: 1.518 1.973 0.061
H: 0.538 1.787 -1.310
H: 2.516 -1.089 0.532



Here is a cluster of 3 separate species, C5H14NS2 in total from the OMol25 dataset. Energies are from the ωB97M-V functional and the def2-TZVPD basis.

Summary:
spin multiplicity: 1
frontier orbital gap: 3.90 eV
energy above the lowest of the compared OMol25 structures with the same formula, charge and spin: 525.11 kJ/mol
HOMO: -12.69 eV
net charge: +1

Geometry (Å):
N: 2.261 2.764 -1.064
C: -0.394 3.346 0.861
C: 0.355 2.919 1.907
S: 0.820 -0.287 0.113
S: -1.212 -0.052 0.019
C: -1.703 -1.779 0.373
C: -1.240 -2.844 -0.638
C: 0.205 -3.479 -0.655
H: 1.279 2.494 -1.272
H: 2.702 3.192 -1.888
H: 2.710 1.852 -0.888
H: -0.707 2.646 0.069
H: -0.786 4.384 0.817
H: 0.919 1.999 1.868
H: 0.510 3.578 2.712
H: -2.805 -1.860 0.393
H: -1.340 -1.962 1.382
H: -1.492 -2.524 -1.647
H: -1.916 -3.673 -0.419
H: 0.758 -2.954 0.133
H: 0.149 -4.543 -0.514
H: 0.927 -3.216 -1.663



Here is a cluster of 2 separate species, C5H14NSe in total from the OMol25 dataset. Energies are from the ωB97M-V functional and the def2-TZVPD basis.

Summary:
spin multiplicity: 1
frontier orbital gap: 7.64 eV
energy above the lowest of the compared OMol25 structures with the same formula, charge and spin: 13.42 kJ/mol
HOMO: -12.03 eV
net charge: +1

Geometry (Å):
C: -0.405 2.283 -0.684
C: 1.735 -0.325 1.190
C: 1.957 0.570 -1.077
C: -2.683 -2.559 0.789
C: 0.182 1.401 0.314
N: 1.244 0.595 0.183
Se: -2.045 -1.288 -0.678
H: -1.139 1.630 -1.250
H: 0.282 2.635 -1.433
H: -0.945 3.141 -0.253
H: 1.056 -0.164 1.934
H: 1.901 -1.410 0.842
H: 2.746 0.023 1.622
H: 2.734 1.446 -0.959
H: 2.413 -0.305 -1.342
H: 1.225 0.991 -1.819
H: -3.123 -3.438 0.367
H: -1.787 -2.610 1.455
H: -3.389 -2.025 1.406
H: -0.416 1.370 1.236
H: -1.544 -1.960 -1.841



Here is a cluster of 2 separate species, C5H14O in total from the OMol25 dataset. Energies are from the ωB97M-V functional and the def2-TZVPD basis.

Summary:
spin multiplicity: 1
frontier orbital gap: 11.52 eV
energy above the lowest of the compared OMol25 structures with the same formula, charge and spin: 114.84 kJ/mol
HOMO: -10.73 eV
structure (SMILES): CCC(C)C.O

Geometry (Å):
C: 1.578 1.079 0.939
C: 0.377 0.461 1.689
C: -0.359 -0.789 1.051
C: 0.555 -1.475 0.022
C: -1.663 -0.265 0.410
H: 2.471 0.459 0.993
H: 1.462 1.113 -0.144
H: 1.803 2.093 1.244
H: 0.970 -0.085 2.436
H: -0.225 1.248 2.123
H: -0.497 -1.410 1.934
H: 1.013 -0.736 -0.627
H: -0.015 -2.153 -0.601
H: 1.332 -1.937 0.634
H: -1.711 0.803 0.603
H: -2.631 -0.742 0.595
H: -1.707 -0.447 -0.672
H: 0.236 0.452 -2.986
H: -0.993 1.210 -2.758
O: -0.551 0.733 -3.471



Here is a cluster of 2 separate species, C5H14O in total from the OMol25 dataset. Energies are from the ωB97M-V functional and the def2-TZVPD basis.

Summary:
spin multiplicity: 1
frontier orbital gap: 11.10 eV
energy above the lowest of the compared OMol25 structures with the same formula, charge and spin: 102.29 kJ/mol
HOMO: -10.14 eV
structure (SMILES): CCC.CCO

Geometry (Å):
C: 0.994 2.290 0.302
C: 0.400 2.934 1.553
C: 1.465 3.194 2.645
H: 2.016 2.612 0.089
H: 0.410 2.511 -0.594
H: 1.014 1.210 0.424
H: -0.437 2.347 1.930
H: 0.000 3.917 1.304
H: 2.468 2.921 2.300
H: 1.575 4.271 2.754
H: 1.264 2.728 3.608
C: -1.082 -2.570 -1.981
O: -1.143 -1.676 -0.900
C: -0.764 -4.016 -1.694
H: -2.060 -2.547 -2.479
H: -0.470 -2.183 -2.778
H: -0.678 -2.067 -0.146
H: -0.361 -4.423 -2.629
H: 0.109 -4.089 -1.045
H: -1.641 -4.602 -1.452



Here is a cluster of 2 separate species, C5H14O in total from the OMol25 dataset. Energies are from the ωB97M-V functional and the def2-TZVPD basis.

Summary:
spin multiplicity: 1
frontier orbital gap: 11.42 eV
energy above the lowest of the compared OMol25 structures with the same formula, charge and spin: 253.20 kJ/mol
HOMO: -10.46 eV
structure (SMILES): CCCCC.O

Geometry (Å):
C: -0.147 -0.351 -1.227
C: 1.179 -0.437 -0.452
C: 1.112 0.382 0.846
C: 1.131 1.863 0.877
C: -1.109 -1.446 -1.028
H: -0.672 0.573 -0.984
H: 0.153 -0.293 -2.273
H: 2.136 -0.423 -0.981
H: 1.255 -1.578 -0.222
H: 2.076 -0.095 1.496
H: 0.417 -0.216 1.399
H: 1.351 2.364 -0.052
H: 0.221 2.326 1.106
H: 2.074 2.072 1.318
H: -1.945 -1.018 -1.329
H: -1.032 -2.492 -1.471
H: -1.137 -1.740 0.015
H: -1.802 0.248 1.528
H: -2.643 0.123 0.251
O: -2.619 0.138 1.183



Here is a cluster of 3 separate species, C5H14O2 in total from the OMol25 dataset. Energies are from the ωB97M-V functional and the def2-TZVPD basis.

Summary:
spin multiplicity: 2
⟨S²⟩: 0.75
frontier orbital gap (alpha / beta): 2.88 / 9.87 eV
energy above the lowest of the compared OMol25 structures with the same formula, charge and spin: 247.29 kJ/mol
HOMO (alpha / beta): 0.94 / -6.20 eV
net charge: -1

Geometry (Å):
C: 2.310 1.180 -0.328
C: 1.679 -0.222 0.183
C: 0.215 -0.060 0.185
C: -0.562 -1.374 0.038
C: -0.259 -2.361 0.898
H: 2.076 1.480 -1.345
H: 1.914 1.883 0.316
H: 3.421 1.096 -0.189
H: 2.042 -1.096 -0.509
H: 2.038 -0.541 1.168
H: -0.229 0.693 -0.566
H: 0.073 0.419 1.082
H: -1.508 -1.515 -0.590
H: 0.517 -2.553 1.522
H: -0.766 -3.247 0.941
H: -2.195 2.349 0.635
H: -1.120 1.787 1.781
O: -1.892 1.775 1.267
H: -1.894 0.369 -2.437
H: -3.056 -0.218 -1.563
O: -2.806 0.157 -2.489